(1)
C4H4OTl as an isolated structure in a non-equilibrium geometry. Source: the OMol25 dataset; level of theory: ωB97M-V with the def2-TZVPD basis set.

Output
Highest occupied orbital energy (alpha / beta) ... -12.05 / -12.06 eV
LUMO level (alpha / beta) ... -4.83 / -4.83 eV
E_tot ... -10941.271 eV
Relative energy (zero: lowest compared OMol25 entry of this formula, charge and spin) ... 3.973 eV

ORCA input file:
```
! RIJCOSX wB97M-V def2-TZVPD def2/J DEFGRID3
* xyz 1 1
Tl -3.020 3.158 -2.051
O -1.458 1.878 -1.267
C 0.944 -1.533 0.791
C -0.727 1.041 -0.880
C 0.503 -0.210 0.932
C 0.195 0.283 -0.379
H 1.847 -1.791 1.352
H 0.472 -0.985 -0.835
H 1.066 0.471 1.576
H 0.178 -2.312 0.760
*
```

***

(2)
C4H4OV as an isolated structure in a non-equilibrium geometry. Source: the OMol25 dataset; level of theory: ωB97M-V with the def2-TZVPD basis set.

Output
Highest occupied orbital energy (alpha / beta) ... -12.54 / -12.99 eV
LUMO level (alpha / beta) ... -6.42 / -6.47 eV
⟨S²⟩ ... 6.031
E_tot ... -31932.673 eV
Relative energy (zero: lowest compared OMol25 entry of this formula, charge and spin) ... 3.497 eV

ORCA input file:
```
! RIJCOSX wB97M-V def2-TZVPD def2/J DEFGRID3
* xyz 1 5
V -3.525 -1.379 1.482
O -1.807 -1.412 1.716
C -0.703 -0.942 1.141
C -0.638 -0.109 0.104
C 2.031 0.805 -0.896
C 1.811 1.542 -1.838
H 0.233 -1.271 1.616
H 2.526 0.229 -0.131
H 1.425 2.154 -2.636
H -1.352 0.385 -0.556
*
```

***

(3)
One molecule with the formula C4H4S in a non-equilibrium geometry. Source: the OMol25 dataset; level of theory: ωB97M-V with the def2-TZVPD basis set.

Output
Highest occupied orbital energy (alpha / beta) ... -5.65 / -10.24 eV
LUMO level (alpha / beta) ... 0.52 / -1.92 eV
⟨S²⟩ ... 2.008
E_tot ... -15040.037 eV
Relative energy (zero: lowest compared OMol25 entry of this formula, charge and spin) ... 2.484 eV

ORCA input file:
```
! RIJCOSX wB97M-V def2-TZVPD def2/J DEFGRID3
* xyz 0 3
S -1.389 -0.142 -1.077
C -0.051 0.867 -0.284
C -1.411 -1.833 0.128
C 0.761 -0.197 0.476
C -0.331 -1.153 0.198
H 1.038 -0.098 1.534
H -0.599 1.558 0.349
H 1.624 -0.556 -0.146
H 0.359 1.554 -1.179
*
```

***

(4)
C4H4Yb as an isolated structure in a non-equilibrium geometry. Source: the OMol25 dataset; level of theory: ωB97M-V with the def2-TZVPD basis set.

Output
Highest occupied orbital energy ... -18.24 eV
LUMO level ... -10.32 eV
E_tot ... -35718.162 eV
Relative energy (zero: lowest compared OMol25 entry of this formula, charge and spin) ... 0.577 eV

ORCA input file:
```
! RIJCOSX wB97M-V def2-TZVPD def2/J DEFGRID3
* xyz 2 1
Yb -1.546 -1.130 0.471
C 0.457 1.297 -1.144
C 2.300 0.652 0.464
C 1.724 0.636 -0.755
C -0.250 0.857 -0.202
H 3.201 0.068 0.654
H -0.327 2.288 -1.029
H 1.815 1.067 1.348
H 2.231 0.125 -1.578
*
```

***

(5)
C4H52BO34 as an isolated structure in a non-equilibrium geometry. Source: the OMol25 dataset; level of theory: ωB97M-V with the def2-TZVPD basis set.

Output
Highest occupied orbital energy ... -7.93 eV
LUMO level ... 1.15 eV
E_tot ... -75292.261 eV
Relative energy (zero: lowest compared OMol25 entry of this formula, charge and spin) ... 0.065 eV

ORCA input file:
```
! RIJCOSX wB97M-V def2-TZVPD def2/J DEFGRID3
* xyz -1 1
O -20.909 -1.266 7.451
O -21.525 0.411 11.567
O -21.440 -3.660 10.626
O -17.870 -1.030 12.970
O -20.485 -2.849 15.839
O -18.058 -5.733 12.233
O -17.061 2.632 11.432
O -20.213 -3.884 8.075
O -19.320 2.775 13.473
O -13.846 -1.352 12.426
O -12.493 -3.809 13.138
O -14.964 -4.200 14.001
O -19.089 -1.629 9.920
O -20.031 1.044 8.755
O -19.871 2.972 10.799
O -16.304 -5.023 10.284
O -17.490 -4.755 15.156
O -18.245 -2.811 11.515
O -18.872 0.459 11.819
O -14.503 -3.001 16.853
O -15.626 -7.248 13.417
O -17.290 -6.459 17.628
O -18.235 -7.666 15.061
O -14.918 -6.009 16.068
O -16.679 1.364 14.176
O -20.249 -5.457 13.691
O -19.579 -5.082 17.401
O -21.232 -1.933 12.950
O -17.320 -3.450 8.202
O -18.194 -3.282 13.896
O -17.401 0.533 8.931
O -16.223 -2.805 12.759
O -20.025 0.217 14.765
O -12.440 -4.264 15.775
C -16.063 -3.671 13.648
C -18.612 -1.710 11.017
C -18.410 -0.635 11.903
C -17.247 -3.883 14.341
B -17.651 -2.470 12.776
H -17.569 -2.688 7.718
H -16.957 1.831 13.370
H -20.262 -0.625 14.452
H -20.662 -4.304 8.818
H -16.890 -5.085 9.589
H -22.058 -1.946 13.436
H -18.018 2.476 11.650
H -19.414 1.833 13.665
H -14.560 -1.954 12.517
H -21.730 -3.091 9.932
H -20.697 -0.524 8.017
H -20.468 -3.151 14.950
H -19.576 -2.471 15.959
H -17.348 -0.412 8.947
H -13.174 -1.533 13.041
H -19.774 3.739 10.232
H -18.075 -5.923 17.407
H -20.379 -5.965 14.494
H -16.585 1.828 11.275
H -16.818 -4.846 11.055
H -21.882 0.152 10.696
H -18.762 -5.404 12.806
H -19.264 -3.870 8.266
H -12.351 -4.048 14.834
H -17.867 -6.671 12.453
H -19.112 0.833 8.815
H -15.197 -3.142 17.496
H -20.573 -2.086 7.823
H -20.910 0.606 14.857
H -19.730 2.238 10.262
H -19.699 2.829 12.604
H -16.842 -3.064 8.957
H -20.571 0.518 11.444
H -15.004 -2.577 16.146
H -19.812 -4.550 18.123
H -17.749 -8.305 15.560
H -11.906 -4.578 12.900
H -19.501 -4.362 16.759
H -21.125 -3.055 11.301
H -21.307 -1.078 12.538
H -15.064 -5.083 16.018
H -13.220 -3.905 16.170
H -15.157 -6.871 12.709
H -13.311 -4.230 13.302
H -15.482 -6.647 14.124
H -14.333 -6.016 16.778
H -21.110 -5.257 13.271
H -16.565 0.928 9.257
H -17.775 -6.856 15.189
H -16.850 0.432 14.209
H -20.063 1.553 7.967
H -16.628 -6.393 16.944
*
```

***

(6)
C4H5AgLiO as an isolated structure in a non-equilibrium geometry. Source: the OMol25 dataset; level of theory: ωB97M-V with the def2-TZVPD basis set.

Output
Highest occupied orbital energy (alpha / beta) ... -5.27 / -5.87 eV
LUMO level (alpha / beta) ... -0.92 / -0.95 eV
⟨S²⟩ ... 0.753
E_tot ... -10473.619 eV
Relative energy (zero: lowest compared OMol25 entry of this formula, charge and spin) ... 3.227 eV

ORCA input file:
```
! RIJCOSX wB97M-V def2-TZVPD def2/J DEFGRID3
* xyz 0 2
Ag -1.124 3.226 -1.942
O -1.616 1.189 -0.689
C 1.820 -1.015 -0.388
C -0.173 -1.089 1.277
C 0.847 -0.761 0.475
C -1.257 1.865 0.333
Li 0.014 -0.167 -1.980
H 2.528 -0.239 -0.685
H 1.958 -2.012 -0.814
H -1.081 -1.501 0.841
H -1.923 1.780 1.232
H 0.006 -1.276 2.341
*
```

***

(7)
C4H5AlO5 as an isolated structure in a non-equilibrium geometry. Source: the OMol25 dataset; level of theory: ωB97M-V with the def2-TZVPD basis set.

Output
Highest occupied orbital energy (alpha / beta) ... -12.02 / -12.01 eV
LUMO level (alpha / beta) ... -3.53 / -6.66 eV
⟨S²⟩ ... 0.754
E_tot ... -21053.236 eV
Relative energy (zero: lowest compared OMol25 entry of this formula, charge and spin) ... 3.838 eV

ORCA input file:
```
! RIJCOSX wB97M-V def2-TZVPD def2/J DEFGRID3
* xyz 1 2
Al 4.171 1.071 -0.215
O 1.576 -1.381 0.172
O 1.854 0.812 0.172
O -1.938 0.354 0.517
O -4.021 0.389 -0.002
O 3.585 -0.479 -0.213
C 0.196 -1.028 -0.040
C 2.391 -0.357 0.093
C 0.069 0.459 0.300
C -2.746 0.755 -0.360
H -4.596 0.571 -0.752
H -0.153 1.071 -0.582
H 0.050 0.651 1.379
H -0.048 -1.216 -1.090
H -0.391 -1.672 0.622
*
```

***

(8)
One molecule with the formula C4H5BO3 in a non-equilibrium geometry. Source: the OMol25 dataset; level of theory: ωB97M-V with the def2-TZVPD basis set.

Output
SMILES ... O=C1C=CCB(O)O1
Highest occupied orbital energy ... -10.33 eV
LUMO level ... 0.14 eV
E_tot ... -11049.424 eV
Relative energy (zero: lowest compared OMol25 entry of this formula, charge and spin) ... 0.626 eV

ORCA input file:
```
! RIJCOSX wB97M-V def2-TZVPD def2/J DEFGRID3
* xyz 0 1
O -2.335 1.092 -1.229
O -0.099 2.894 2.548
O -1.208 1.923 0.727
C -0.219 -0.116 -0.465
C 0.763 0.874 1.658
C -0.119 2.038 1.717
C 0.625 -0.115 0.748
B -1.288 1.074 -0.332
H 0.577 -0.204 -1.365
H -2.276 0.745 -2.047
H -0.756 -1.053 -0.732
H 1.262 -1.090 0.888
H 1.285 0.842 2.556
*
```

***

(9)
C4H5BeO2 as an isolated structure in a non-equilibrium geometry. Source: the OMol25 dataset; level of theory: ωB97M-V with the def2-TZVPD basis set.

Output
Highest occupied orbital energy ... -1.30 eV
LUMO level ... 3.53 eV
E_tot ... -8722.553 eV

ORCA input file:
```
! RIJCOSX wB97M-V def2-TZVPD def2/J DEFGRID3
* xyz -1 1
O -0.547 -2.362 -2.066
O -0.961 1.905 1.786
C 0.418 -0.595 -0.599
C -0.253 -0.068 0.651
C -0.420 1.445 0.554
C -0.099 -1.497 -1.408
Be 0.883 -0.896 1.733
H 1.428 -0.267 -0.876
H -0.790 1.078 2.387
H 0.569 1.906 0.353
H -1.247 -0.544 0.737
H -1.146 1.752 -0.225
*
```

***

Look up the E_tot of the second one.
-31932.673 eV